C39H70BN7O5 | ωB97M-V with the def2-TZVPD basis set

Summary:
**E_tot**: -62921.38603 eV
**Gap between HOMO and LUMO**: 9.67 eV
**SMILES**: CCCCCCCCCCCCCCCCCC[C@@]1(B(O)OC)NC(=O)C[C@H]1CCCC(=O)O.CC#N.CC#N.CC#N.CC#N.CC#N.CC#N
**Multiplicity**: 1

Bonds (Å) are listed after each position.
Positions of all 122 atoms, in Å:
1 C 3.178 -0.219 3.002  C2 1.544, H35 1.096, H36 1.094, H37 1.096
2 C 3.072 0.028 1.481  C1 1.544, C3 1.546, H38 1.103, H39 1.096
3 C 4.213 0.900 0.910  C2 1.546, C4 1.553, H40 1.098, H41 1.096
4 C 4.505 2.212 1.688  C3 1.553, C5 1.548, H42 1.098, H43 1.087
5 C 3.846 3.462 1.055  C4 1.548, C6 1.557, H44 1.095, H45 1.099
6 C 2.295 3.388 0.949  C5 1.557, C7 1.562, H46 1.099, H47 1.094
7 C 1.783 3.684 -0.496  C6 1.562, C8 1.539, H48 1.097, H49 1.095
8 C 0.581 4.646 -0.527  C7 1.539, C9 1.550, H50 1.098, H51 1.099
9 C -0.597 4.177 0.365  C8 1.550, C10 1.544, H52 1.104, H53 1.094
10 C -1.959 4.696 -0.143  C9 1.544, C11 1.565, H54 1.099, H55 1.095
11 C -2.995 4.813 1.026  C10 1.565, C12 1.575, H56 1.093, H57 1.096
12 C -4.149 3.741 1.043  C11 1.575, C13 1.558, H58 1.093, H59 1.094
13 C -4.233 3.035 2.429  C12 1.558, C14 1.556, H60 1.095, H61 1.100
14 C -4.305 1.482 2.491  C13 1.556, C15 1.542, H62 1.097, H63 1.101
15 C -3.309 0.626 1.683  C14 1.542, C16 1.584, H64 1.099, H65 1.096
16 C -3.834 -0.860 1.842  C15 1.584, C17 1.569, H66 1.091, H67 1.098
17 C -4.057 -1.566 0.459  C16 1.569, C18 1.534, H68 1.097, H69 1.095
18 C -2.672 -1.941 -0.082  C17 1.534, C19 1.545, H70 1.094, H71 1.102
19 C -2.604 -2.448 -1.541  C18 1.545, B20 1.625, N24 1.482, C28 1.559
20 B -1.058 -2.938 -1.641  C19 1.625, O21 1.382, O22 1.400
21 O -0.719 -4.247 -1.927  B20 1.382, H72 0.963
22 O -0.011 -2.045 -1.384  B20 1.400, C23 1.427
23 C 0.646 -2.320 -0.147  O22 1.427, H73 1.096, H74 1.104, H75 1.092
24 N -3.314 -3.702 -1.885  C19 1.482, C25 1.416, H76 1.015
25 C -3.342 -3.780 -3.299  N24 1.416, O26 1.156, C27 1.569
26 O -3.723 -4.702 -3.883  C25 1.156
27 C -2.766 -2.446 -3.893  C25 1.569, C28 1.552, H77 1.099, H78 1.095
28 C -3.090 -1.516 -2.693  C19 1.559, C27 1.552, C29 1.567, H79 1.097
29 C -4.634 -1.297 -2.842  C28 1.567, C30 1.573, H80 1.095, H81 1.097
30 C -5.096 0.191 -2.626  C29 1.573, C31 1.570, H82 1.090, H83 1.094
31 C -6.613 0.120 -2.228  C30 1.570, C32 1.520, H84 1.089, H85 1.099
32 C -6.925 0.646 -0.837  C31 1.520, O33 1.149, O34 1.380
33 O -7.679 0.130 -0.141  C32 1.149
34 O -6.312 1.817 -0.440  C32 1.380, H86 0.968
35 H 4.199 -0.546 3.230  C1 1.096
36 H 2.927 0.698 3.543  C1 1.094
37 H 2.502 -1.021 3.321  C1 1.096
38 H 3.168 -0.965 1.010  C2 1.103
39 H 2.074 0.387 1.206  C2 1.096
40 H 5.119 0.281 0.951  C3 1.098
41 H 3.990 1.174 -0.127  C3 1.096
42 H 5.588 2.381 1.618  C4 1.098
43 H 4.250 2.184 2.744  C4 1.087
44 H 4.305 3.692 0.087  C5 1.095
45 H 4.081 4.302 1.724  C5 1.099
46 H 1.884 4.178 1.595  C6 1.099
47 H 1.882 2.450 1.334  C6 1.094
48 H 1.520 2.749 -1.006  C7 1.097
49 H 2.584 4.174 -1.060  C7 1.095
50 H 0.235 4.721 -1.566  C8 1.098
51 H 0.910 5.648 -0.220  C8 1.099
52 H -0.635 3.075 0.315  C9 1.104
53 H -0.365 4.452 1.398  C9 1.094
54 H -1.812 5.708 -0.544  C10 1.099
55 H -2.313 4.067 -0.966  C10 1.095
56 H -2.446 4.798 1.970  C11 1.093
57 H -3.457 5.803 0.936  C11 1.096
58 H -4.014 3.074 0.188  C12 1.093
59 H -5.068 4.312 0.880  C12 1.094
60 H -3.466 3.402 3.118  C13 1.095
61 H -5.187 3.368 2.865  C13 1.100
62 H -5.325 1.129 2.299  C14 1.097
63 H -4.108 1.226 3.543  C14 1.101
64 H -3.268 0.835 0.605  C15 1.099
65 H -2.290 0.720 2.075  C15 1.096
66 H -4.744 -0.877 2.445  C16 1.091
67 H -3.008 -1.417 2.304  C16 1.098
68 H -4.698 -2.437 0.641  C17 1.097
69 H -4.614 -0.851 -0.156  C17 1.095
70 H -1.963 -1.111 -0.007  C18 1.094
71 H -2.323 -2.773 0.550  C18 1.102
72 H -0.210 -4.318 -2.741  O21 0.963
73 H 0.784 -3.389 0.050  C23 1.096
74 H 0.033 -1.919 0.679  C23 1.104
75 H 1.585 -1.765 -0.101  C23 1.092
76 H -4.247 -3.758 -1.488  N24 1.015
77 H -1.729 -2.458 -4.256  C27 1.099
78 H -3.332 -2.273 -4.814  C27 1.095
79 H -2.624 -0.524 -2.725  C28 1.097
80 H -5.012 -1.572 -3.832  C29 1.095
81 H -5.189 -1.924 -2.133  C29 1.097
82 H -4.970 0.724 -3.569  C30 1.090
83 H -4.474 0.577 -1.813  C30 1.094
84 H -7.019 -0.887 -2.304  C31 1.089
85 H -7.155 0.777 -2.922  C31 1.099
86 H -5.395 1.561 -0.266  O34 0.968
87 C 1.127 -7.780 -1.857  C88 1.465, H90 1.086, H91 1.089, H92 1.087
88 C 1.798 -6.552 -2.291  C87 1.465, N89 1.125
89 N 2.305 -5.604 -2.622  C88 1.125
90 H 1.678 -8.646 -2.209  C87 1.086
91 H 1.076 -7.805 -0.769  C87 1.089
92 H 0.119 -7.812 -2.263  C87 1.087
93 C 3.109 2.087 -5.956  C94 1.463, H96 1.090, H97 1.091, H98 1.086
94 C 2.714 2.947 -4.840  C93 1.463, N95 1.127
95 N 2.408 3.626 -3.994  C94 1.127
96 H 2.410 2.210 -6.783  C93 1.090
97 H 4.110 2.360 -6.292  C93 1.091
98 H 3.110 1.047 -5.642  C93 1.086
99 C -0.697 -11.675 -1.025  C100 1.466, H102 1.088, H103 1.088, H104 1.088
100 C -0.057 -11.044 -2.183  C99 1.466, N101 1.128
101 N 0.435 -10.560 -3.075  C100 1.128
102 H -1.504 -11.043 -0.659  C99 1.088
103 H -1.104 -12.643 -1.310  C99 1.088
104 H 0.033 -11.816 -0.231  C99 1.088
105 C 6.328 5.376 -6.531  C106 1.466, H108 1.088, H109 1.088, H110 1.088
106 C 6.008 4.040 -7.040  C105 1.466, N107 1.128
107 N 5.758 3.012 -7.432  C106 1.128
108 H 6.259 5.382 -5.445  C105 1.088
109 H 7.339 5.650 -6.826  C105 1.088
110 H 5.628 6.103 -6.937  C105 1.088
111 C 5.246 0.576 6.128  C112 1.469, H114 1.088, H115 1.088, H116 1.087
112 C 5.480 1.765 5.297  C111 1.469, N113 1.129
113 N 5.659 2.683 4.665  C112 1.129
114 H 4.326 0.698 6.696  C111 1.088
115 H 5.158 -0.304 5.494  C111 1.088
116 H 6.073 0.434 6.818  C111 1.087
117 C 6.058 0.898 10.524  C118 1.466, H120 1.088, H121 1.088, H122 1.088
118 C 6.078 0.047 9.331  C117 1.466, N119 1.128
119 N 6.094 -0.605 8.410  C118 1.128
120 H 6.565 0.395 11.344  C117 1.088
121 H 6.563 1.839 10.315  C117 1.088
122 H 5.029 1.103 10.813  C117 1.088

Mulliken population analysis, charges in e, atoms 1 to 8: atom 1 (C): -1.34, atom 2 (C): 0.04, atom 3 (C): -0.84, atom 4 (C): -0.26, atom 5 (C): -1.32, atom 6 (C): -0.12, atom 7 (C): -0.50, atom 8 (C): -1.26